No. 1
C49H38N5O5P2RuS2 | ωB97M-V with the def2-TZVPD basis set

Properties
LUMO (spin up / spin down)	-0.1996 / -0.2662	hartree
frontier orbital gap (spin up / spin down)	0.2717 / 0.2098	hartree
energy above the lowest of the compared OMol25 structures with the same formula, charge and spin	7.4	kcal per mole
HOMO (spin up / spin down)	-12.825 / -12.953	eV
charge	+2
spin multiplicity	6
calculated total energy	-4113.443748	Ha

Geometry (Å):
Ru 0.5426 -0.8549 0.2707
O -0.1953 2.1769 -1.6911
C -0.1899 3.3113 -0.8892
C -0.9456 4.4469 -1.1520
C -0.7729 5.5756 -0.3656
C 0.1550 5.5857 0.6676
C 0.8666 4.4338 0.9489
C 0.6744 3.2693 0.2021
P 1.5862 1.7445 0.5679
C 2.0401 2.0274 2.3079
C 3.3413 1.9351 2.7909
C 3.6193 2.2395 4.1181
C 2.6001 2.6206 4.9759
C 1.2908 2.6734 4.5113
C 1.0121 2.3767 3.1893
C 3.0618 1.9401 -0.4694
C 3.0308 1.3281 -1.7171
C 4.0347 1.5655 -2.6454
C 5.0788 2.4200 -2.3301
C 5.1034 3.0569 -1.0945
C 4.0934 2.8340 -0.1750
C -1.3422 1.9743 -2.4478
C -1.5088 2.6122 -3.6672
C -2.7134 2.4837 -4.3380
C -3.7454 1.7254 -3.7912
C -3.5371 1.0297 -2.6150
C -2.3173 1.1255 -1.9371
P -1.9439 -0.0799 -0.6329
C -2.8380 0.5111 0.8392
C -2.8704 1.8968 1.0286
C -3.4340 2.4411 2.1712
C -3.9880 1.6135 3.1385
C -3.9601 0.2374 2.9627
C -3.3734 -0.3137 1.8308
C -2.7733 -1.5339 -1.3313
C -3.9283 -2.1292 -0.8328
C -4.5180 -3.1862 -1.5136
C -3.9780 -3.6372 -2.7079
C -2.8439 -3.0251 -3.2266
C -2.2414 -1.9856 -2.5404
H -1.6524 4.4721 -1.9659
H -1.3579 6.4599 -0.5807
H 0.3147 6.4796 1.2542
H 1.5681 4.4364 1.7718
H 4.1482 1.6305 2.1369
H 4.6399 2.1892 4.4754
H 2.8211 2.8749 6.0042
H 0.4887 2.9627 5.1784
H -0.0110 2.4448 2.8345
H 2.2086 0.6739 -1.9845
H 3.9931 1.0878 -3.6157
H 5.8648 2.6059 -3.0500
H 5.9039 3.7443 -0.8552
H 4.1051 3.3753 0.7621
H -0.7057 3.2221 -4.0605
H -2.8545 2.9884 -5.2844
H -4.6946 1.6494 -4.3036
H -4.3120 0.3747 -2.2366
H -2.4689 2.5593 0.2699
H -3.4564 3.5158 2.2963
H -4.4488 2.0392 4.0201
H -4.4018 -0.4146 3.7057
H -3.3354 -1.3900 1.7396
H -4.4062 -1.7622 0.0637
H -5.4158 -3.6417 -1.1170
H -4.4495 -4.4506 -3.2438
H -2.4305 -3.3588 -4.1695
H -1.3550 -1.5157 -2.9542
N -0.7856 -0.5150 3.6288
C 0.5175 -0.8413 3.5707
N 1.1942 -0.9817 2.4492
C 2.5367 -1.2423 2.7076
C 2.8598 -1.3330 4.0130
S 1.4678 -1.0641 4.9930
C 3.4261 -1.3384 1.5594
C 4.7753 -1.4099 1.5501
S 5.3451 -1.6522 -0.0621
C 3.7154 -1.6334 -0.6294
N 2.8235 -1.4107 0.3145
N 3.3911 -1.8167 -1.9238
H -1.3887 -0.7308 2.8480
H -1.2397 -0.4898 4.5267
H 3.8209 -1.5315 4.4561
H 5.4588 -1.3750 2.3816
H 4.0960 -2.1241 -2.5713
H 2.4277 -2.0643 -2.1078
O -0.8768 -2.3831 1.1770
C -1.1180 -3.5397 0.7913
C -0.7039 -4.1608 -0.4316
C -1.2120 -5.4442 -0.6883
C -0.9031 -6.0678 -1.8651
C -0.0817 -5.4647 -2.8183
C 0.4213 -4.2077 -2.5894
C 0.1250 -3.5214 -1.3971
O 0.6415 -2.3387 -1.1938
N -1.4632 -7.4032 -2.1384
O -1.1839 -7.9098 -3.2027
O -2.1526 -7.8994 -1.2729
H -1.7358 -4.1564 1.4571
H -1.8471 -5.9442 0.0314
H 0.1378 -6.0010 -3.7311
H 1.0381 -3.7223 -3.3342

Mulliken atomic charge list, values in e, 99 entries:
1 Ru 1.938
2 O -0.503
3 C 0.104
4 C -0.689
5 C -0.949
6 C -1.011
7 C -0.499
8 C 0.790
9 P 2.052
10 C 0.829
11 C -0.785
12 C -0.895
13 C -0.850
14 C -0.777
15 C -0.722
16 C 1.331
17 C -0.416
18 C -0.981
19 C -0.782
20 C -0.883
21 C -0.620
22 C -1.186
23 C -0.114
24 C -0.544
25 C -0.938
26 C -0.532
27 C 0.454
28 P 1.574
29 C 1.671
30 C -0.738
31 C -0.755
32 C -0.798
33 C -0.500
34 C -0.841
35 C 1.198
36 C -0.646
37 C -0.871
38 C -0.735
39 C -0.804
40 C -0.746
41 H 0.560
42 H 0.475
43 H 0.490
44 H 0.548
45 H 0.518
46 H 0.466
47 H 0.424
48 H 0.498
49 H 0.538
50 H 0.182
51 H 0.543
52 H 0.441
53 H 0.492
54 H 0.521
55 H 0.570
56 H 0.452
57 H 0.470
58 H 0.557
59 H 0.345
60 H 0.527
61 H 0.447
62 H 0.509
63 H -0.189
64 H 0.618
65 H 0.495
66 H 0.483
67 H 0.515
68 H 0.463
69 N -0.141
70 C -0.349
71 N 1.097
72 C -0.697
73 C -0.246
74 S -0.149
75 C -0.784
76 C -0.433
77 S -0.206
78 C -0.029
79 N 0.389
80 N -0.152
81 H -0.146
82 H 0.309
83 H 0.513
84 H 0.533
85 H 0.263
86 H 0.047
87 O -0.556
88 C -0.769
89 C 0.946
90 C -0.582
91 C -0.802
92 C -0.588
93 C -0.844
94 C 0.144
95 O 0.639
96 N 1.038
97 O -0.607
98 O -0.603
99 H 0.383

No. 2
C49H39Br2N3O3ReSb2 | ωB97M-V with the def2-TZVPD basis set

Properties
LUMO (spin up / spin down)	-0.2178 / -0.2343	hartree
frontier orbital gap (spin up / spin down)	0.2092 / 0.2385	hartree
energy above the lowest of the compared OMol25 structures with the same formula, charge and spin	35.7	kcal per mole
HOMO (spin up / spin down)	-11.619 / -12.865	eV
charge	+2
spin multiplicity	4
calculated total energy	-7986.864956	Ha

Geometry (Å):
Re -1.4055 -1.1437 1.4200
Br -1.8227 -6.7684 5.6207
C -1.8585 -5.6076 4.1288
C -1.1450 -5.9401 2.9694
C -1.1444 -5.0817 1.8979
C -1.7987 -3.8378 1.9451
O -1.7328 -3.0407 0.8921
C -2.5483 -3.5183 3.1295
C -3.3784 -2.3535 3.1913
N -3.1984 -1.3373 2.4000
C -4.1559 -0.3366 2.1450
C -5.2560 0.0210 2.8870
C -6.0929 1.0491 2.4261
C -5.8773 1.6616 1.2182
C -4.7840 1.2796 0.4122
C -4.5186 1.7803 -0.8847
C -3.4916 1.2432 -1.6119
C -2.6231 0.2993 -1.0371
N -2.7770 -0.0840 0.2290
C -3.9002 0.3131 0.9173
C -2.5759 -4.4426 4.1899
H -0.6091 -6.8778 2.9192
H -0.6102 -5.3278 0.9899
H -4.2136 -2.3678 3.8883
H -5.4788 -0.4640 3.8284
H -6.9345 1.3467 3.0363
H -6.5504 2.4306 0.8627
H -5.1486 2.5544 -1.3041
H -3.3217 1.5326 -2.6396
H -0.7770 -0.7476 -1.1981
H -3.1627 -4.2250 5.0737
C 3.6308 0.4286 0.8249
C 3.4938 1.8836 1.2518
C 2.0992 2.2526 1.7630
Sb 0.4782 1.7919 0.3554
C -1.5859 -0.4356 -1.8810
C -1.0460 0.3907 -3.0046
C -1.2748 0.0714 -4.3020
C -2.0037 -1.0854 -4.6586
C -2.5069 -1.9407 -3.6603
C -2.3138 -1.6731 -2.3430
C 0.5098 3.7153 -0.5968
C -0.7310 4.3232 -0.7692
C -0.8062 5.6097 -1.2854
C 0.3554 6.2830 -1.6315
C 1.5929 5.6744 -1.4696
C 1.6734 4.3931 -0.9443
Sb 2.4712 0.3026 -1.0006
C 2.2266 -1.5106 -2.1226
C 2.5809 -1.4012 -3.4633
C 2.4341 -2.4971 -4.2994
C 1.9357 -3.6915 -3.7990
C 1.5690 -3.7847 -2.4644
C 1.7046 -2.6925 -1.6182
C 4.0884 1.1520 -2.1357
C 5.2747 0.4256 -2.0771
C 6.4106 0.9136 -2.7032
C 6.3622 2.1235 -3.3841
C 5.1769 2.8383 -3.4484
C 4.0320 2.3545 -2.8260
H 3.2863 -0.2576 1.5907
H 4.6639 0.1921 0.5822
H 3.7749 2.5262 0.4112
H 4.2141 2.0955 2.0476
H 2.0265 3.3222 1.9606
H 1.8913 1.7216 2.6961
H -0.4834 1.2819 -2.7426
H -0.8942 0.7076 -5.0909
H -2.1588 -1.3167 -5.7024
H -3.0335 -2.8400 -3.9522
H -2.6849 -2.3312 -1.5666
H -1.6349 3.7954 -0.4797
H -1.7708 6.0826 -1.4150
H 0.2974 7.2896 -2.0231
H 2.4963 6.2012 -1.7481
H 2.6450 3.9347 -0.8061
H 2.9877 -0.4774 -3.8558
H 2.7130 -2.4134 -5.3412
H 1.8418 -4.5501 -4.4502
H 1.1814 -4.7156 -2.0721
H 1.4145 -2.7751 -0.5822
H 5.3150 -0.5217 -1.5498
H 7.3329 0.3506 -2.6504
H 7.2529 2.5040 -3.8653
H 5.1372 3.7813 -3.9775
H 3.1081 2.9175 -2.8821
Br -2.1780 2.0355 3.4211
C -0.9315 0.7145 3.9383
C -0.4451 0.6710 5.2293
C 0.5718 -0.2246 5.5307
C 1.1106 -0.9998 4.5140
C 0.5571 -0.9165 3.2546
N -0.4995 -0.1065 2.9695
C 1.1703 -1.6280 2.0540
O 2.0595 -2.4264 2.2015
O 0.6762 -1.2108 0.9115
H -0.8510 1.3299 5.9830
H 0.9617 -0.2891 6.5372
H 1.9375 -1.6785 4.6705

The computed Mulliken charges, all in e, follow:
1 Re 1.931
2 Br -0.136
3 C -0.356
4 C -0.493
5 C -0.592
6 C 0.588
7 O -0.640
8 C 0.030
9 C 0.257
10 N 0.425
11 C -0.291
12 C -0.700
13 C -1.026
14 C -0.865
15 C 0.807
16 C -1.372
17 C -0.613
18 C 0.087
19 N 0.478
20 C 0.885
21 C -0.797
22 H 0.480
23 H 0.557
24 H 0.422
25 H 0.465
26 H 0.442
27 H 0.493
28 H 0.524
29 H 0.656
30 H -1.598
31 H 0.530
32 C -1.053
33 C -0.722
34 C -0.796
35 Sb -0.369
36 C 4.050
37 C -1.289
38 C -0.371
39 C -1.063
40 C -0.620
41 C -1.032
42 C 0.940
43 C -0.577
44 C -0.651
45 C -0.611
46 C -0.719
47 C -0.482
48 Sb 1.428
49 C 0.677
50 C -0.953
51 C -0.687
52 C -0.736
53 C -0.582
54 C -0.193
55 C 0.361
56 C -0.368
57 C -0.824
58 C -0.554
59 C -0.661
60 C -0.263
61 H 0.483
62 H 0.736
63 H 0.046
64 H 0.586
65 H 0.759
66 H 0.342
67 H 0.404
68 H 0.530
69 H 0.419
70 H 0.492
71 H 0.420
72 H 0.303
73 H 0.440
74 H 0.402
75 H 0.448
76 H 0.467
77 H 0.452
78 H 0.458
79 H 0.434
80 H 0.479
81 H 0.329
82 H 0.474
83 H 0.446
84 H 0.402
85 H 0.437
86 H 0.532
87 Br 0.011
88 C 0.126
89 C -0.741
90 C -0.701
91 C -0.750
92 C 0.434
93 N -0.178
94 C -0.300
95 O -0.660
96 O -0.493
97 H 0.559
98 H 0.507
99 H 0.609

Among the records above, which one has the highest spin multiplicity? C49H38N5O5P2RuS2

Which value of calculated total energy does entry 2 give? -7986.864956 Ha